1.
Below is an isolated molecule of C24H23N3O4 in a non-equilibrium geometry, with properties calculated with ωB97M-V/def2-TZVPD.

- Relative energy (zero: lowest compared OMol25 entry of this formula, charge and spin): 40.97 kcal per mole
- 2S+1: 1
- SMILES: COc1ccc(Cc2nc3ccc(C(=O)NCCc4ccncc4)cc3o2)cc1OC
- E_tot: -37921.7640 eV
- Molecular weight: 417.46 g/mol
- Highest occupied orbital energy: -7.943 eV
- F_max: 1.28 eV/Å

Last column: Löwdin charge in e.
Cartesian coordinates (Å):
C  -2.94520  -3.16193  1.29183  -0.079
H  -3.45497  -3.00145  2.24775  0.095
O  -3.49698  -2.35752  0.27358  -0.064
C  -3.36451  -1.01033  0.38108  -0.213
C  -2.81945  -0.34624  1.46777  -0.011
C  -2.69401  1.03482  1.46128  -0.039
C  -3.10694  1.77380  0.36777  -0.229
C  -3.67413  1.11969  -0.72168  0.030
C  -3.82233  -0.25675  -0.72460  -0.190
O  -4.36896  -0.98113  -1.74055  -0.063
C  -4.84078  -0.29579  -2.87233  -0.085
H  -5.23919  -1.06296  -3.53444  0.094
H  -5.63925  0.40854  -2.61480  0.097
H  -4.03554  0.24051  -3.38615  0.096
H  -3.98942  1.70202  -1.57313  0.110
C  -2.79341  3.25538  0.30938  -0.041
C  -1.30958  3.28673  0.31355  -0.329
N  -0.55371  3.53662  1.32790  0.201
C  0.70802  3.14729  0.94283  -0.204
C  1.90965  3.08686  1.63542  0.008
C  2.96721  2.45722  1.01230  -0.037
C  2.86030  1.94366  -0.28627  -0.143
C  1.69441  2.08833  -1.02719  0.062
C  0.62364  2.66661  -0.38075  -0.176
O  -0.66696  2.78898  -0.77637  0.139
H  1.62675  1.71739  -2.03704  0.132
C  3.91606  1.06132  -0.87156  -0.470
O  4.30278  1.11353  -2.01836  0.084
N  4.34346  0.12309  0.02136  0.063
H  3.84152  0.06384  0.89427  0.135
C  5.00665  -1.08463  -0.41428  -0.161
H  5.79477  -0.80305  -1.11556  0.123
H  5.45196  -1.56016  0.46164  0.121
C  4.02757  -2.04989  -1.11879  -0.122
C  2.75734  -2.19287  -0.33295  -0.231
C  1.63412  -1.43603  -0.65239  -0.011
C  0.49726  -1.54781  0.13102  -0.117
N  0.41454  -2.35409  1.17705  0.054
C  1.47711  -3.08286  1.47913  -0.141
C  2.66590  -3.03661  0.76954  -0.020
H  3.50347  -3.65138  1.06387  0.112
H  1.36592  -3.73407  2.33667  0.105
H  -0.39058  -0.96694  -0.08522  0.104
H  1.64712  -0.77264  -1.50286  0.109
H  4.51696  -3.01727  -1.23944  0.119
H  3.80007  -1.64297  -2.10469  0.115
H  3.90823  2.35872  1.53403  0.115
H  1.98946  3.47798  2.63619  0.114
H  -3.16246  3.78373  1.18703  0.131
H  -3.19376  3.70320  -0.59934  0.125
H  -2.24656  1.53520  2.30670  0.118
H  -2.46404  -0.89932  2.32122  0.109
H  -3.10814  -4.18887  0.96846  0.094
H  -1.87142  -2.97949  1.41010  0.062

Atoms 1-2, force components in eV/Å:
C 0.172 -0.158 0.233
H -0.001 -0.001 -0.025

---

2.
Below is a cluster of 2 separate species, C4H8N2 in total in a non-equilibrium geometry, with properties calculated with ωB97M-V/def2-TZVPD.

- Relative energy (zero: lowest compared OMol25 entry of this formula, charge and spin): 89.60 kcal per mole
- 2S+1: 1
- E_tot: -7233.6485 eV
- Molecular weight: 84.12 g/mol
- Net charge: +2
- Highest occupied orbital energy: -21.081 eV
- F_max: 5.24 eV/Å

Last column: Löwdin charge in e.
Cartesian coordinates (Å):
C  -2.89155  -0.03533  0.70265  0.109
C  0.69075  0.57525  0.02177  0.186
C  0.81253  1.88747  -0.35797  0.112
C  0.60752  -1.79331  -0.24245  0.066
N  -1.75888  -0.06732  0.43282  0.104
N  1.09204  -0.54820  0.34157  0.170
H  -3.93921  -0.02822  0.72141  0.091
H  0.57518  2.04377  -1.42258  0.203
H  1.80354  2.32681  -0.45832  0.183
H  0.10278  2.58426  0.10641  0.166
H  0.11106  -1.53183  -1.05940  0.055
H  -0.27930  -2.33541  0.37564  0.201
H  1.39307  -2.46821  -0.32528  0.111
H  1.68047  -0.60973  1.16374  0.242

Atoms 1-2, force components in eV/Å:
C 3.734 -0.131 -1.457
C 1.477 -0.598 0.600

---

3.
Below is a cluster of 2 separate species, C5H13NO2 in total in a non-equilibrium geometry, with properties calculated with ωB97M-V/def2-TZVPD.

- Relative energy (zero: lowest compared OMol25 entry of this formula, charge and spin): 66.99 kcal per mole
- 2S+1: 1
- SMILES: CCC[C@H](N)C=O.O
- E_tot: -10978.9742 eV
- Molecular weight: 119.16 g/mol
- Highest occupied orbital energy: -9.723 eV
- F_max: 8.67 eV/Å

Last column: Löwdin charge in e.
Cartesian coordinates (Å):
O  2.51074  0.86665  2.01040  0.079
C  1.31910  0.96419  1.99191  -0.231
C  0.50661  0.40270  0.85691  -0.348
C  0.09302  1.43973  -0.30279  -0.156
C  -1.00171  0.93208  -1.31896  -0.263
C  -0.29812  -0.21834  -2.09454  -0.126
N  -0.61128  -0.26720  1.54872  0.047
H  0.81315  1.45398  2.80019  0.118
H  0.94371  -0.38018  0.37574  0.078
H  1.02714  1.82729  -0.77262  0.120
H  -0.34865  2.23564  0.30072  0.095
H  -1.84644  0.58571  -0.73714  0.073
H  -1.41992  1.77437  -2.12756  0.156
H  -0.99536  -0.65862  -2.86420  0.084
H  0.74935  0.14666  -2.37999  0.098
H  -0.14585  -0.97438  -1.25771  0.054
H  -1.27420  0.38197  1.98809  0.089
H  -1.16245  -0.79684  0.92823  0.042
H  0.60701  -3.57860  -0.32511  -0.067
H  0.42177  -2.68718  1.00224  0.090
O  0.11238  -3.44964  0.37746  -0.031

Atoms 1-2, force components in eV/Å:
O 0.809 0.049 0.250
C 0.918 -0.319 -1.638